# 1
Molecular formula: C2H6OS
Method: DFT, ωB97M-V/def2-TZVPD

Element x y z (Å)
1 C 0.06168 0.36874 -0.88544
2 C 0.98040 0.89424 -0.04706
3 O 1.23779 2.10854 0.45532
4 H -0.12893 -0.70219 -1.02655
5 H -0.67980 0.96473 -1.50197
6 H 1.71614 0.12820 0.39735
7 H 0.94690 2.82035 -0.17880
8 S -1.31949 -2.07247 1.55182
9 H -1.65902 -1.44557 0.47740
10 H -1.15567 -3.06458 0.75793

Summary:
F_max in eV/Å: 3.8
Net charge: 0
DFT total energy in eV: -15052.37159
Frontier orbital gap in Ha: 0.367
HOMO energy in Ha: -0.336
SMILES: C=CO.S
Relative energy (zero: lowest compared OMol25 entry of this formula, charge and spin) in kcal/mol: 24.4

---

# 2
Molecular formula: C2H6OS2
Method: DFT, ωB97M-V/def2-TZVPD

Element x y z (Å)
1 C 2.27257 0.16100 -1.02968
2 O 2.11218 1.26927 -0.60405
3 H 1.58620 -0.46604 -1.75691
4 H 2.59736 -0.72436 -0.36910
5 C -1.68590 0.77232 -0.04405
6 S -1.49248 -0.99967 0.46601
7 S 0.24789 -1.30859 1.50817
8 H -1.72359 0.92878 -1.25122
9 H -0.88155 1.45904 0.29269
10 H -2.58055 1.12364 0.45160
11 H -0.45213 -2.21539 2.33656

Summary:
F_max in eV/Å: 5.1
Net charge: 0
DFT total energy in eV: -25886.82859
Frontier orbital gap in Ha: 0.317
HOMO energy in Ha: -0.308
SMILES: C=O.CSS
Relative energy (zero: lowest compared OMol25 entry of this formula, charge and spin) in kcal/mol: 43.1

---

# 3
Molecular formula: C2H6OS2
Method: DFT, ωB97M-V/def2-TZVPD

Element x y z (Å)
1 C -1.79688 -0.29535 -2.53234
2 O -0.76278 0.29901 -2.62016
3 H -1.84018 -1.31262 -2.10408
4 H -2.74368 0.15094 -2.84644
5 C 1.23577 0.93107 1.00438
6 S 0.77330 -0.75146 0.53675
7 S 0.02520 -1.43966 2.35115
8 H 2.25292 1.06617 1.37883
9 H 1.15088 1.48552 0.06217
10 H 0.52988 1.30481 1.73341
11 H 1.17556 -1.43842 3.03632

Summary:
F_max in eV/Å: 0.8
Net charge: 0
DFT total energy in eV: -25888.22985
Frontier orbital gap in Ha: 0.347
HOMO energy in Ha: -0.323
SMILES: C=O.CSS
Relative energy (zero: lowest compared OMol25 entry of this formula, charge and spin) in kcal/mol: 10.8